(1)
85
Properties=species:S:1:pos:R:3 method="wB97M-V/def2-TZVPD" s_squared=6.043 total_charge=+1 homo_ev="-10.23 / -10.53" relative_energy_kj_mol=20.6 homo_lumo_gap_ev="7.7 / 5.3" multiplicity=5
Pd 1.50892 0.66364 -0.07384
C -1.88877 -3.19396 -2.50879
C -1.52355 -4.38460 -1.66550
C -1.52624 -5.67357 -2.18815
C -1.18738 -6.76768 -1.40427
C -0.83879 -6.59421 -0.07322
C -0.83134 -5.31787 0.46876
C -1.17111 -4.22916 -0.32175
N -1.13069 -2.91331 0.24982
C -0.07586 -2.06724 0.07624
N 1.04865 -2.68547 -0.42524
C 2.32670 -2.19599 -0.59942
C 2.80827 -1.06855 0.07904
C 4.17600 -0.78064 0.14810
C 5.01203 -1.45450 -0.70674
C 4.50559 -2.48965 -1.51547
C 3.18433 -2.88461 -1.48457
C 2.68073 -4.05024 -2.29078
N -0.12120 -0.80458 0.34553
C -1.36803 -0.30309 0.82407
C -2.35266 0.06736 -0.08608
C -3.58501 0.51269 0.36857
C -3.81826 0.60856 1.73270
C -2.82127 0.26252 2.63301
C -1.58498 -0.20556 2.20062
C -0.52006 -0.63043 3.17143
H -2.08749 -3.49581 -3.53516
H -1.08777 -2.44915 -2.52291
H -2.78122 -2.69496 -2.12552
H -1.80123 -5.82029 -3.22534
H -1.19942 -7.75986 -1.83528
H -0.57948 -7.44549 0.54104
H -0.56767 -5.15118 1.50539
H -2.01087 -2.45490 0.44080
H 0.88527 -3.61806 -0.77829
H 4.54158 0.03472 0.75634
H 6.05596 -1.17989 -0.77429
H 5.18590 -3.02082 -2.17018
H 3.44599 -4.39256 -2.98376
H 1.79448 -3.78620 -2.87369
H 2.41695 -4.90087 -1.65423
H -2.14209 -0.00512 -1.14797
H -4.35413 0.79105 -0.34037
H -4.77590 0.95696 2.09722
H -3.00417 0.34885 3.69728
H -0.78453 -0.33910 4.18648
H 0.44281 -0.18085 2.92463
H -0.38313 -1.71474 3.15344
C 2.82649 3.54416 2.15267
C 1.87087 2.40825 2.51541
C 0.43780 2.87215 2.54276
C -0.07786 3.29307 3.75873
C -1.35139 3.82863 3.84935
C -2.11746 3.94619 2.70625
C -1.64976 3.54377 1.45847
C -2.62146 3.71490 0.31195
C -2.67904 5.15373 -0.20731
C -0.34722 3.00335 1.38254
N 0.18937 2.47610 0.18198
C -0.00629 3.04065 -0.95839
C 0.34090 2.34089 -2.16134
C 0.05443 2.65627 -3.53803
C 0.44052 1.56969 -4.26213
C 0.95716 0.62335 -3.31979
N 0.87046 1.08476 -2.07857
H 3.84975 3.18270 2.05729
H 2.79659 4.31231 2.92628
H 2.54403 4.00451 1.20551
H 2.12419 2.00851 3.49967
H 2.02611 1.56831 1.82177
H 0.53726 3.20218 4.64607
H -1.74390 4.14873 4.80547
H -3.12150 4.34908 2.77286
H -3.61153 3.44552 0.68345
H -2.41981 3.01355 -0.49758
H -2.97909 5.83217 0.59162
H -3.40314 5.24545 -1.01727
H -1.71266 5.50948 -0.57073
H -0.43098 4.03272 -1.04847
H -0.36537 3.58288 -3.89448
H 0.39970 1.43675 -5.33006
H 1.38245 -0.34881 -3.52517
S 2.62485 4.18294 -2.16907
C 3.01727 2.98018 -1.14328
N 3.23235 2.06934 -0.43808

(2)
89
Properties=species:S:1:pos:R:3 method="wB97M-V/def2-TZVPD" total_charge=-1 homo_ev=-3.47 relative_energy_kj_mol=29.4 homo_lumo_gap_ev=5.5 multiplicity=1
Pd 0.53288 1.49414 -0.70694
C 3.35851 -2.00612 1.82620
C 1.94022 -2.07267 1.25739
N 1.11208 -3.28934 1.32519
C 1.15649 -4.18675 0.15737
C 2.33245 -5.18233 0.21841
C 0.11356 -3.48993 2.24184
O -0.56689 -4.47792 2.36518
C -0.14684 -2.37877 3.19969
C -1.20722 -1.49346 2.99319
C -1.36617 -0.44944 3.83443
C -0.48529 -0.27723 4.92961
N 0.48445 -1.16120 5.19537
C 0.59393 -2.15931 4.36259
H 3.71496 -1.03661 1.52586
H 4.00559 -2.77911 1.41639
H 3.44137 -2.00365 2.90668
H 1.91368 -1.84460 0.22792
H 1.34877 -1.31143 1.86619
H 1.08803 -3.55147 -0.71936
H 0.30210 -4.79545 0.11331
H 3.28732 -4.65206 0.07713
H 2.28953 -5.87392 -0.58273
H 2.37875 -5.69978 1.19533
H -1.88750 -1.53307 2.14323
H -2.10406 0.31784 3.74115
H -0.59021 0.58849 5.57974
H 1.36003 -2.84638 4.62022
O 3.10308 4.37100 5.36616
C 3.54201 3.04767 5.30348
N 3.30617 2.52805 3.93085
C 4.40069 2.55740 3.13381
O 5.49900 2.95556 3.44070
C 4.14613 1.99123 1.76229
C 5.31910 1.86546 0.94964
C 5.08672 1.64597 -0.37742
C 3.78565 1.79494 -0.90493
N 2.68721 1.99649 -0.19673
C 2.88947 2.03638 1.15043
H 2.35082 4.54051 4.82500
H 2.98937 2.37872 6.04980
H 4.55981 3.02628 5.51147
H 2.61589 1.78326 3.73225
H 6.29149 1.74738 1.42985
H 5.87403 1.40691 -1.08569
H 3.52350 1.75927 -1.92866
H 1.99865 2.14470 1.68322
S 1.52577 -0.13755 -6.78635
C 0.23978 0.35192 -5.79650
C -0.01871 1.66821 -5.91150
N 0.77115 2.31217 -6.84847
C 1.64861 1.47605 -7.33493
H -0.16010 -0.37122 -5.09468
H -0.69853 2.31527 -5.30990
H 2.36100 1.80277 -8.05088
C -4.03564 3.69744 -3.71264
C -2.63479 3.86961 -3.62755
C -1.89311 2.92086 -2.89922
C -2.53029 1.79366 -2.28994
C -3.89349 1.64796 -2.53599
C -4.65587 2.56478 -3.22263
Si -1.50447 0.66750 -1.10286
C -2.91606 0.50286 0.19233
C -3.95468 -0.41866 0.31831
C -5.05379 -0.22539 1.16718
C -5.19415 0.91003 1.94785
C -4.20950 1.87719 1.86873
C -3.10062 1.65082 1.01434
C -1.78801 -1.07769 -1.95223
C -1.73586 -2.18000 -1.13289
C -1.97192 -3.46932 -1.57710
C -2.21376 -3.65196 -2.94483
C -2.23118 -2.52636 -3.80393
C -1.98879 -1.25325 -3.28658
H -4.61939 4.42916 -4.23072
H -2.22008 4.84691 -3.80086
H -0.82326 3.04354 -2.86923
H -4.37992 0.81947 -2.03866
H -5.70423 2.41230 -3.38010
H -3.93333 -1.32997 -0.22086
H -5.92889 -0.82189 1.31195
H -6.05530 1.01260 2.58639
H -4.25601 2.78131 2.45445
H -2.38185 2.45822 0.96378
H -1.51469 -1.91905 -0.10875
H -1.95221 -4.35292 -0.95570
H -2.38303 -4.64533 -3.28583
H -2.40956 -2.51176 -4.88273
H -1.97058 -0.36594 -3.91638

(3)
90
Properties=species:S:1:pos:R:3 method="wB97M-V/def2-TZVPD" homo_ev=-8.49 relative_energy_kj_mol=83.2 homo_lumo_gap_ev=7.4 multiplicity=1
Zr -0.34050 0.31240 -0.02740
C -0.85970 4.37680 1.66910
C -0.07190 3.15700 2.14830
C 1.17080 3.59190 2.93450
C -0.88300 2.20570 3.00570
C -1.81770 2.65130 3.92720
C -2.47720 1.75420 4.74830
C -2.23120 0.39850 4.63610
C -1.32510 -0.09080 3.70380
C -1.10140 -1.57420 3.50500
C -2.39690 -2.38460 3.60900
C -0.05640 -2.11300 4.48660
C -0.61750 0.83040 2.91720
N 0.35260 0.40770 1.97430
C 1.59880 0.12530 2.36670
O 2.07610 0.14560 3.49480
C 2.45360 -0.22440 1.16370
C 3.79950 -0.56560 1.21320
C 4.46270 -0.81310 0.01740
C 3.75910 -0.76450 -1.17870
C 2.41140 -0.42350 -1.13880
N 1.80200 -0.13860 0.00680
C 1.54570 -0.23460 -2.37050
O 2.00820 -0.43900 -3.48540
N 0.32610 0.23090 -2.05050
C -0.43340 0.73700 -3.14330
C -0.05870 1.97970 -3.68900
C -0.73880 2.44880 -4.80070
C -1.75680 1.70990 -5.37880
C -2.13510 0.50690 -4.82140
C -1.48830 0.00490 -3.69960
C -1.99700 -1.26470 -3.05790
C -3.36710 -0.96650 -2.43660
C -2.09100 -2.42990 -4.04740
C 1.06760 2.75860 -3.03450
C 0.60890 3.31760 -1.67700
C 1.62240 3.89050 -3.89780
H -0.27850 4.92090 0.92590
H -1.06860 5.05560 2.49250
H -1.80120 4.07050 1.21610
H 0.27170 2.59860 1.24910
H 0.87110 4.13030 3.83070
H 1.80080 4.24600 2.33380
H 1.75090 2.72400 3.24010
H -2.03820 3.70470 3.99870
H -3.18880 2.11910 5.47360
H -2.76520 -0.28370 5.27750
H -0.70180 -1.70350 2.48080
H -2.71040 -2.50450 4.64410
H -2.24700 -3.38210 3.19530
H -3.19510 -1.89470 3.05410
H -0.44050 -2.07650 5.50360
H 0.85010 -1.51510 4.44420
H 0.19370 -3.14460 4.24040
H 4.29640 -0.60100 2.16910
H 5.51920 -1.04070 0.01640
H 4.21730 -0.96070 -2.13590
H -0.46410 3.39260 -5.24170
H -2.25530 2.07810 -6.26290
H -2.93740 -0.05670 -5.27030
H -1.30360 -1.55200 -2.24980
H -4.06790 -0.63810 -3.20120
H -3.27850 -0.17500 -1.68880
H -3.77610 -1.85760 -1.96780
H -2.87500 -2.26010 -4.78310
H -2.33110 -3.35020 -3.51650
H -1.14490 -2.55720 -4.57020
H 1.89390 2.05950 -2.85580
H -0.19680 4.03720 -1.82800
H 1.44650 3.82650 -1.19710
H 0.24120 2.50520 -1.01990
H 0.89300 4.68730 -4.02610
H 1.91980 3.51650 -4.87430
H 2.50150 4.31110 -3.41420
O -2.54860 -1.96470 0.36410
B -1.18800 -1.73550 0.14690
O -0.56990 -2.96770 -0.10240
C -1.53670 -3.92460 -0.03550
C -1.43830 -5.29100 -0.19720
C -2.60940 -6.02020 -0.05430
C -3.82110 -5.40770 0.23710
C -3.92220 -4.03400 0.40220
C -2.75940 -3.30470 0.25600
H -0.49460 -5.75950 -0.42420
H -2.57930 -7.09180 -0.17660
H -4.70110 -6.02250 0.34550
H -4.85640 -3.54940 0.63830
Se -4.21570 0.77800 1.64460
C -2.89930 1.21450 0.66900
N -2.01100 1.55980 -0.04740